{"formula": "C5H10MgO3Zn", "method": "ωB97M-V with the def2-TZVPD basis set", "species": ["O", "C", "C", "O", "C", "Zn", "H", "H", "H", "H", "H", "H", "H", "C", "C", "O", "Mg", "H", "H", "H"], "xyz": [[0.844539, -1.051277, -1.337768], [0.341932, -1.986941, -0.434762], [0.590795, -1.640686, 1.028817], [0.376454, -0.231734, 1.139149], [-0.126915, 0.311464, 2.341465], [1.144529, 0.606809, -0.428203], [0.729378, -3.005800, -0.614329], [-0.757557, -2.004229, -0.570729], [1.620614, -1.866538, 1.345824], [-0.083677, -2.189560, 1.701824], [0.269331, 1.332130, 2.396414], [-1.223892, 0.363004, 2.290370], [0.157178, -0.355635, 3.168947], [0.588851, 1.968577, -1.939722], [-0.698272, 1.346163, -2.003490], [-1.523215, 1.733169, -1.100067], [-3.052489, 1.201344, 0.107237], [0.630782, 2.947446, -1.443122], [1.252055, 1.756759, -2.786739], [-1.080421, 0.765533, -2.861115]], "atomic_forces_ev_per_a": [[0.8, 0.1, 0.8], [-0.8, -0.3, -0.4], [0.2, -0.7, 0.1], [0.2, 0.1, 0.0], [-0.4, 0.0, 0.6], [-0.5, 0.0, -1.9], [-0.1, 0.2, 0.0], [0.2, -0.3, 0.2], [-0.1, 0.2, -0.1], [0.0, 0.3, -0.3], [-0.1, -0.3, 0.5], [0.2, 0.0, 0.0], [0.1, 0.6, 0.0], [1.1, -1.0, 0.1], [-1.4, 2.9, 1.4], [0.7, -1.3, -1.6], [-0.4, -0.1, 0.2], [-0.2, -0.4, -0.5], [-0.1, 0.4, 0.3], [0.5, -0.3, 0.5]], "gap_ha": 0.1612, "energy_ha": -2401.54033, "e_homo_ev": -5.3, "lumo_ev": -0.9163}

{"formula": "C5H10N", "method": "ωB97M-V with the def2-TZVPD basis set", "species": ["C", "C", "C", "C", "C", "N", "H", "H", "H", "H", "H", "H", "H", "H", "H", "H"], "xyz": [[0.146716, -1.059590, 0.980427], [-0.966213, -0.490038, 0.059327], [1.062393, -0.503130, 0.008149], [-1.730775, 0.713956, 0.172849], [1.792260, 0.726811, -0.045533], [-0.068613, -0.838144, -1.117739], [0.093334, -0.501996, 1.859251], [-0.007305, -2.071506, 1.085147], [-1.280423, 1.430245, 0.880877], [-2.721992, 0.222198, 0.593536], [-1.997922, 1.128111, -0.796799], [1.365092, 1.465932, -0.698941], [2.786312, 0.597439, -0.515372], [1.799705, 1.121086, 0.979206], [0.001025, -1.790685, -1.449960], [-0.273600, -0.150686, -1.994426]], "atomic_forces_ev_per_a": [[-2.1, 1.7, 0.6], [4.9, -2.2, -0.9], [-3.2, -1.2, -2.7], [-2.3, -0.7, 0.7], [0.8, 0.8, 0.0], [-0.5, 3.5, -2.3], [0.4, 0.3, 2.2], [0.4, -2.4, 0.4], [-0.5, -0.1, -0.3], [1.5, 1.7, -0.4], [0.1, 0.3, 0.1], [-0.7, 0.5, -0.3], [-0.1, -0.1, 0.8], [0.6, 0.1, -0.3], [-0.4, -0.4, 0.1], [1.1, -2.0, 2.3]], "gap_ha": [0.3113, 0.3207], "energy_ha": -250.83890, "total_charge": 1, "e_homo_ev": [-13.1, -13.1], "de_lowest_kcal_mol": 104.4, "lumo_ev": [-4.5920, -4.4202]}

{"formula": "C5H10N", "method": "ωB97M-V with the def2-TZVPD basis set", "species": ["C", "C", "C", "C", "C", "N", "H", "H", "H", "H", "H", "H", "H", "H", "H", "H"], "xyz": [[-1.681545, -0.211840, 0.378490], [-0.569242, -0.255190, -0.661475], [0.277835, -1.385344, -0.191988], [1.487185, -0.938091, 0.228769], [1.686012, 0.538877, 0.087270], [0.316486, 0.992719, -0.262623], [-2.025732, 0.826790, 0.621371], [-1.451407, -0.768029, 1.280308], [-2.427949, -0.632152, -0.201411], [-0.771070, -0.096737, -1.759144], [-0.110417, -2.378231, -0.115124], [2.167170, -1.682201, 0.441281], [2.059068, 1.103870, 1.015309], [2.272806, 0.677406, -0.836724], [0.036121, 1.592224, 0.530774], [0.279225, 1.577339, -1.113529]], "atomic_forces_ev_per_a": [[-0.4, 1.8, -0.7], [0.4, 1.6, 2.3], [2.4, 1.8, -0.4], [-3.0, -0.6, -1.0], [1.2, -0.2, -0.2], [0.1, 0.8, -1.1], [0.3, -0.9, -0.2], [0.0, 0.0, -0.1], [-2.4, -1.2, -0.2], [-0.2, -0.6, 1.3], [0.1, -0.4, -0.3], [1.9, -0.8, 1.1], [-0.3, -0.9, -1.6], [0.5, 0.4, 0.8], [-0.9, -0.7, -0.6], [0.5, 0.1, 0.8]], "gap_ha": 0.3929, "energy_ha": -250.96191, "total_charge": 1, "e_homo_ev": -14.1, "de_lowest_kcal_mol": 27.2, "lumo_ev": -3.4211}

{"formula": "C5H10N", "method": "ωB97M-V with the def2-TZVPD basis set", "species": ["C", "C", "C", "C", "C", "N", "H", "H", "H", "H", "H", "H", "H", "H", "H", "H"], "xyz": [[-0.069873, -1.419771, 1.436328], [-0.897179, -2.227559, 0.740477], [2.216838, 0.156228, -0.294595], [-1.953580, 0.890530, -0.835019], [-1.078904, -0.129468, -0.400316], [-1.263539, -0.698165, 0.867708], [0.661589, -1.199859, 2.108108], [-1.256680, -3.049799, 0.248890], [1.783816, -0.535099, 0.474038], [3.156141, -0.170356, -0.719231], [2.271105, 0.934995, 0.494376], [-2.420139, 0.517325, -1.762983], [-1.366925, 1.712950, -1.155287], [-2.837342, 1.371481, -0.067760], [1.601906, 0.455055, -1.075717], [-1.949998, -0.446365, 1.468014]], "atomic_forces_ev_per_a": [[-5.7, -5.0, -4.1], [4.9, 5.3, 4.7], [0.4, -0.1, 3.3], [-4.1, 1.1, 2.6], [1.0, -0.4, -0.6], [2.9, -1.1, -3.2], [1.8, 0.8, 1.6], [-1.2, -1.6, -1.2], [0.2, -0.6, -1.7], [0.3, -0.1, 0.5], [0.9, 0.6, -1.2], [0.0, 0.1, 0.1], [0.8, 0.9, -0.6], [2.2, -1.5, -1.9], [-1.5, 0.3, -1.1], [-3.1, 1.1, 2.7]], "gap_ha": 0.3032, "energy_ha": -250.71124, "total_charge": 1, "e_homo_ev": -13.7, "de_lowest_kcal_mol": 184.5, "lumo_ev": -5.4267}

{"formula": "C5H10N", "method": "ωB97M-V with the def2-TZVPD basis set", "species": ["C", "C", "C", "C", "C", "N", "H", "H", "H", "H", "H", "H", "H", "H", "H", "H"], "xyz": [[-1.822900, 0.851046, -0.437753], [-0.760882, 1.053288, 0.631812], [-0.533547, 0.032842, 1.726788], [0.469654, 0.156226, 0.912087], [1.710882, -0.496756, 0.153396], [1.241222, -1.168775, -1.061686], [-2.724540, 1.467121, -0.035927], [-2.175988, -0.164019, -0.646724], [-1.468407, 1.211466, -1.474083], [-0.658931, 2.211503, 0.882902], [-1.108322, -0.270604, 2.627424], [2.307124, -1.215603, 0.871563], [2.247307, 0.415675, -0.043434], [0.862701, -0.563591, -1.858609], [0.488273, -1.748694, -0.758156], [1.926353, -1.771125, -1.489601]], "atomic_forces_ev_per_a": [[-0.7, 1.3, -0.7], [1.1, 1.6, 0.5], [-0.7, 0.7, 0.9], [-0.1, -1.5, -1.9], [-0.6, 1.4, 4.2], [-0.6, 0.8, -1.7], [1.4, -1.0, -1.3], [0.2, -0.1, 0.6], [-0.7, 0.0, 1.6], [0.0, -2.6, -0.4], [0.9, -0.2, -0.9], [-1.2, 1.3, -1.8], [1.0, -0.3, -0.7], [0.6, -0.5, 1.6], [-1.0, -0.8, 0.0], [0.7, -0.3, -0.1]], "gap_ha": 0.3565, "energy_ha": -250.88391, "total_charge": 1, "e_homo_ev": -13.6, "de_lowest_kcal_mol": 76.2, "lumo_ev": -3.9186}

{"formula": "C5H10N", "method": "ωB97M-V with the def2-TZVPD basis set", "species": ["C", "C", "C", "C", "C", "N", "H", "H", "H", "H", "H", "H", "H", "H", "H", "H"], "xyz": [[1.634314, 1.480707, 0.027606], [-0.657506, 0.632645, 0.560460], [1.551614, 0.047903, 0.110890], [-1.778529, 1.143313, -0.276898], [-0.278643, -1.668452, 0.428372], [0.140979, -0.366873, -0.182644], [2.518880, 2.020417, -0.176886], [2.269926, -0.508353, -0.662872], [1.844021, -0.353759, 1.060789], [-1.637424, 2.262163, -0.205141], [-2.782487, 0.935146, 0.124339], [-1.760010, 0.765697, -1.338376], [0.662487, -2.391478, 0.243913], [-0.479559, -1.593742, 1.554935], [-1.193350, -2.075244, -0.088389], [-0.054711, -0.330090, -1.180102]], "atomic_forces_ev_per_a": [[-2.4, -0.4, -0.5], [-0.8, 0.9, 0.0], [2.1, -1.2, -2.5], [0.7, 0.0, -0.7], [1.3, -2.7, 0.1], [-0.5, 0.5, 1.3], [1.3, 0.3, 0.4], [-1.4, 1.0, 1.3], [0.1, -0.1, 0.8], [-0.3, -0.9, -0.3], [0.4, 0.1, 0.3], [-0.1, 0.7, 0.7], [-2.4, 1.4, 0.5], [0.5, 0.3, -1.7], [1.1, 0.5, 0.5], [0.2, -0.3, -0.3]], "gap_ha": [0.2926, 0.2886], "energy_ha": -250.71034, "total_charge": 1, "e_homo_ev": [-13.4, -13.5], "de_lowest_kcal_mol": 185.1, "lumo_ev": [-5.4875, -5.6921]}

{"formula": "C5H10N", "method": "ωB97M-V with the def2-TZVPD basis set", "species": ["C", "C", "C", "C", "C", "N", "H", "H", "H", "H", "H", "H", "H", "H", "H", "H"], "xyz": [[1.774290, 1.090218, 1.036872], [2.506480, 0.467626, -0.090605], [-2.487362, -0.211187, 0.291643], [1.106784, 0.175328, 0.105631], [0.052830, -0.470000, -0.060375], [-2.895306, -0.384947, -0.965423], [1.984726, 0.460362, 2.027288], [1.669538, 2.127097, 1.134266], [2.750752, 1.060343, -1.054655], [3.228305, -0.390434, 0.059343], [-2.763290, -1.080207, 0.907442], [-2.333271, 0.693493, 0.699298], [-1.028436, -0.411929, 0.417019], [-0.092571, -1.364053, -0.652562], [-2.791330, 0.180124, -1.800867], [-3.291347, -1.229092, -1.467000]], "atomic_forces_ev_per_a": [[1.2, -2.6, 2.8], [2.4, -0.8, -2.7], [-2.5, -4.3, -3.1], [1.3, 2.5, 1.5], [-4.1, -3.5, -1.3], [-0.4, -1.0, -1.4], [-0.6, 1.9, -1.9], [-0.4, 1.2, 0.0], [-0.5, -0.8, 1.9], [-0.8, 1.2, 0.0], [0.4, 0.6, 0.1], [0.4, 3.2, 1.1], [2.0, 0.4, 0.4], [0.2, 0.0, -0.6], [0.6, 1.6, 1.0], [0.7, 0.3, 2.3]], "gap_ha": 0.3235, "energy_ha": -250.83105, "total_charge": 1, "e_homo_ev": -14.1, "de_lowest_kcal_mol": 109.3, "lumo_ev": -5.3227}

{"formula": "C5H10N2", "method": "ωB97M-V with the def2-TZVPD basis set", "species": ["C", "C", "N", "C", "C", "C", "N", "H", "H", "H", "H", "H", "H", "H", "H", "H", "H"], "xyz": [[-2.064955, -0.185072, 0.067700], [-1.080341, -0.320170, -1.070531], [-0.164279, 0.775244, -1.411264], [0.383633, -0.471715, -0.880727], [1.062082, -0.576754, 0.456585], [2.108727, 0.400690, 0.837963], [0.840725, 0.344105, 1.564141], [-2.975223, 0.313911, -0.282524], [-1.664754, 0.394693, 0.903977], [-2.350489, -1.166157, 0.461186], [-1.504134, -0.794921, -1.955546], [-0.204999, 1.491744, -0.686726], [0.916902, -1.044401, -1.640867], [1.194049, -1.608295, 0.782523], [2.983032, 0.089903, 1.404029], [2.273934, 1.235125, 0.157625], [0.246088, 1.122066, 1.292452]], "atomic_forces_ev_per_a": [[0.0, 0.0, 0.0], [-0.2, -0.2, 0.0], [0.0, 0.3, 0.1], [0.1, -0.2, 0.1], [0.0, -0.1, -0.1], [0.3, 0.1, -0.1], [-0.2, 0.2, 0.0], [0.1, -0.1, 0.0], [0.0, -0.1, -0.1], [0.0, 0.1, -0.1], [0.1, 0.1, 0.1], [0.0, -0.1, -0.1], [-0.1, 0.1, 0.1], [0.0, 0.2, 0.0], [-0.1, 0.0, -0.1], [0.0, -0.1, 0.1], [0.1, -0.1, 0.0]], "gap_ha": 0.3822, "energy_ha": -305.94650, "e_homo_ev": -9.2, "de_lowest_kcal_mol": 48.5, "lumo_ev": 1.1787}

{"formula": "C5H10N2", "method": "ωB97M-V with the def2-TZVPD basis set", "species": ["C", "N", "C", "C", "N", "C", "C", "H", "H", "H", "H", "H", "H", "H", "H", "H", "H"], "xyz": [[0.114643, -0.593443, -1.604598], [1.581979, -0.343479, -1.014671], [1.456614, 0.569834, 0.277358], [0.234108, 0.252475, 0.776343], [-0.940335, 0.815639, 1.369379], [-1.818524, 0.136000, 0.571042], [-0.620912, 0.112056, -0.502171], [-0.105519, -1.725203, -1.338233], [-0.041799, -0.487395, -2.784004], [2.184556, -1.218012, -0.766058], [2.302114, 0.157185, 0.974435], [2.145354, 1.569287, -0.069308], [0.229642, -0.837660, 1.198921], [-1.020286, 0.756312, 2.467483], [-2.163884, -0.919891, 0.843084], [-2.722755, 0.682086, 0.519110], [-0.814998, 1.074208, -0.918112]], "atomic_forces_ev_per_a": [[1.3, -4.8, 1.6], [0.1, -0.5, 0.3], [11.1, 1.0, -2.5], [-5.8, -3.8, -0.1], [1.8, 2.9, 6.1], [-1.7, -3.7, -1.5], [-2.1, 1.8, -0.4], [0.6, 1.7, -1.2], [0.4, 0.6, 3.0], [-2.1, 1.9, -0.8], [-1.3, 0.5, -1.1], [-3.4, -1.7, 1.1], [0.8, 1.2, -0.7], [0.1, 0.0, -3.0], [0.9, 0.7, 0.2], [-1.1, 0.6, -1.2], [0.5, 1.5, 0.1]], "gap_ha": 0.3504, "energy_ha": -305.80797, "e_homo_ev": -8.5, "de_lowest_kcal_mol": 135.5, "lumo_ev": 1.0029}

{"formula": "C5H10N2", "method": "ωB97M-V with the def2-TZVPD basis set", "species": ["C", "C", "N", "C", "C", "C", "N", "H", "H", "H", "H", "H", "H", "H", "H", "H", "H"], "xyz": [[-2.522452, -0.042477, -0.234153], [-1.431954, 0.376736, -1.218840], [-0.217779, 0.462643, -0.429568], [0.540647, -0.550077, -0.399890], [1.587581, -0.662830, 0.652652], [2.625478, 0.388825, 0.816838], [1.516285, 0.297268, 1.746866], [-3.526229, 0.005830, -0.664106], [-2.472047, 0.605070, 0.646755], [-2.332341, -1.066362, 0.106115], [-1.352971, -0.351500, -2.042001], [-1.656027, 1.355967, -1.654522], [0.398851, -1.414090, -1.068657], [1.815701, -1.687076, 0.940669], [3.592901, 0.117504, 1.233544], [2.637384, 1.189483, 0.080645], [0.796968, 0.975079, 1.487653]], "atomic_forces_ev_per_a": [[-0.1, 0.0, 0.0], [-0.1, 0.0, -0.1], [0.2, -0.4, 0.0], [-0.1, 0.2, 0.1], [0.0, -0.2, -0.1], [0.3, 0.1, -0.1], [-0.1, 0.1, 0.1], [0.1, 0.0, 0.0], [-0.1, -0.1, -0.1], [-0.1, 0.1, -0.1], [0.0, 0.1, 0.1], [0.0, -0.1, 0.1], [0.0, 0.1, 0.1], [0.0, 0.2, 0.0], [-0.1, 0.0, -0.1], [-0.1, -0.1, 0.1], [0.1, -0.1, 0.0]], "gap_ha": 0.3823, "energy_ha": -305.96586, "e_homo_ev": -9.3, "de_lowest_kcal_mol": 36.4, "lumo_ev": 1.1221}

{"formula": "C5H10N2", "method": "ωB97M-V with the def2-TZVPD basis set", "species": ["C", "C", "N", "C", "C", "C", "N", "H", "H", "H", "H", "H", "H", "H", "H", "H", "H"], "xyz": [[0.798973, -0.525744, 0.522628], [2.096856, -0.846661, -0.168566], [-2.413189, -0.801599, 0.116499], [0.209011, 1.966280, -0.261021], [-1.772417, 0.396352, 0.019546], [-0.515912, 0.590810, -0.503383], [1.252769, 1.900272, 0.387474], [-2.007039, -1.628949, -0.287063], [-3.124224, -0.944515, 0.813999], [-0.296310, 2.863212, -0.659670], [0.887394, -0.150289, 1.534204], [0.103841, -1.366263, 0.492676], [-2.282961, 1.215898, 0.512676], [-0.235863, 0.162442, -1.459479], [2.462968, -1.830179, 0.153604], [2.861778, -0.101024, 0.040073], [1.974325, -0.900043, -1.254197]], "atomic_forces_ev_per_a": [[-1.5, 0.0, -0.9], [0.0, 0.0, -0.1], [-0.1, -0.5, -0.2], [-1.7, -1.4, -0.6], [-1.4, 0.7, 0.8], [3.7, 0.3, 0.7], [0.3, 0.7, 0.0], [0.0, 0.1, 0.1], [0.1, 0.0, -0.1], [0.4, 0.1, 0.2], [-0.1, 0.1, 0.0], [0.2, -0.2, 0.2], [0.1, 0.0, 0.1], [0.1, 0.0, -0.2], [0.0, 0.1, 0.0], [0.0, 0.0, 0.0], [0.0, 0.0, 0.0]], "gap_ha": [0.3483, 0.2323], "energy_ha": -305.84605, "e_homo_ev": [-8.8, -6.2], "de_lowest_kcal_mol": 111.6, "lumo_ev": [0.7084, 0.1457]}

{"formula": "C5H10N2", "method": "ωB97M-V with the def2-TZVPD basis set", "species": ["C", "N", "C", "N", "C", "C", "C", "H", "H", "H", "H", "H", "H", "H", "H", "H", "H"], "xyz": [[-0.402753, 1.742237, -2.145921], [0.100062, 1.035801, -1.007282], [-0.603934, 0.949677, 0.039482], [-0.125450, 0.430736, 1.198790], [-0.599558, -0.735701, 1.892920], [0.757824, -0.767203, 1.294670], [1.069135, -1.654230, 0.122379], [-0.409878, 1.065161, -3.002704], [-1.415720, 2.145295, -1.998744], [0.277508, 2.563916, -2.378414], [-1.614464, 1.384744, 0.138776], [-1.376599, -1.336022, 1.429119], [-0.706764, -0.610483, 2.964142], [1.598419, -0.584963, 1.958062], [1.487818, -2.595806, 0.476922], [0.170931, -1.862737, -0.453846], [1.793422, -1.170421, -0.528351]], "atomic_forces_ev_per_a": [[-0.2, 0.1, -0.1], [0.2, -0.2, 0.5], [-0.4, 0.4, -1.0], [1.3, -1.0, 0.8], [-0.4, -0.1, 0.5], [-0.2, 0.7, 0.0], [-0.1, 0.3, 0.0], [0.0, 0.1, -0.1], [0.0, 0.0, -0.1], [-0.1, 0.0, -0.1], [0.1, -0.1, -0.1], [0.1, 0.0, -0.1], [-0.1, -0.1, 0.0], [-0.1, 0.0, 0.0], [0.0, 0.0, 0.1], [0.0, 0.0, -0.1], [0.0, 0.0, -0.1]], "gap_ha": 0.3634, "energy_ha": -305.96467, "e_homo_ev": -8.7, "de_lowest_kcal_mol": 37.1, "lumo_ev": 1.1398}